The following is a quantum chemistry calculation of a cluster of 2 separate species, C29H47N2O4 in total, from the OMol25 dataset.

LUMO level: -2.24 eV
spin multiplicity: 1
orbital gap: 8.152 eV
total energy: -41993.40835 eV
total charge: +1

```
82
Properties=species:S:1:pos:R:3:forces:R:3:mulliken_charge:R:1
C 5.389 3.196 4.207 0.271 -0.475 0.728 -0.961
C 5.120 1.919 3.276 -0.408 0.046 0.385 -0.337
C 5.359 2.181 1.706 0.787 -0.354 -0.172 -0.587
C 5.504 3.717 1.282 -0.886 0.591 -0.507 -0.719
C 4.128 4.562 1.431 -2.285 1.851 0.467 0.599
C 4.113 6.062 0.981 -2.493 -0.922 1.143 -0.694
C 2.864 6.986 1.091 -0.206 -3.848 1.484 -0.633
C 1.586 6.353 1.682 2.973 -1.642 -0.109 -0.214
C 1.599 4.867 2.136 1.644 2.510 -1.234 0.266
C 2.834 3.953 2.025 -0.302 3.645 -1.032 0.427
C 0.134 4.632 2.715 2.409 -1.524 0.261 -0.062
O -0.137 3.612 3.389 -0.300 3.549 -2.318 -0.525
N -0.643 5.805 2.343 -0.301 -0.525 -0.286 0.227
C -1.964 5.600 1.662 -1.402 1.419 0.850 -0.537
C -2.946 4.790 2.637 -0.332 0.776 0.133 -0.704
C -3.406 3.341 2.140 0.023 -1.283 1.529 -0.556
C -2.420 2.599 1.141 -0.800 0.306 -4.530 0.565
O -2.591 2.818 -0.101 0.749 -0.503 4.459 -0.579
O -1.404 1.676 1.492 -1.206 2.364 -0.013 -0.392
C -0.211 1.871 0.692 1.997 -0.145 -0.505 0.417
C -0.014 0.816 -0.498 0.483 -0.035 -0.190 -0.886
C 0.142 6.984 1.976 1.026 0.624 -0.217 0.241
O -0.250 8.171 1.946 1.222 -4.600 -0.142 -0.576
H 6.453 3.626 4.068 -1.728 -0.705 0.090 0.273
H 5.342 2.831 5.300 0.021 0.656 -1.634 0.344
H 4.619 4.032 4.091 1.128 -1.209 0.016 0.221
H 4.036 1.543 3.432 1.682 0.732 -0.117 0.221
H 5.779 1.059 3.678 -0.920 1.377 -0.917 0.343
H 6.353 1.665 1.437 -1.447 0.860 0.255 0.371
H 4.558 1.644 1.072 1.144 0.997 0.983 0.174
H 6.369 4.231 1.850 -1.604 -0.777 -0.702 0.296
H 5.785 3.828 0.165 -0.410 -0.471 1.728 0.458
H 5.093 6.503 0.572 -1.756 -0.768 0.671 0.317
H 2.881 8.080 0.789 0.083 -1.696 0.399 0.371
H 2.761 2.877 2.375 0.201 1.679 -0.512 0.027
H -1.885 5.201 0.597 0.144 0.152 1.516 0.358
H -2.414 6.662 1.562 0.883 -1.691 0.108 0.361
H -2.470 4.804 3.689 -0.697 -0.426 -1.856 0.309
H -3.910 5.417 2.755 1.504 -1.098 -0.290 0.383
H -3.532 2.678 3.079 0.260 1.028 -1.442 0.262
H -4.460 3.415 1.675 2.035 -0.240 0.269 0.359
H 0.685 1.735 1.409 -1.648 0.185 -0.920 -0.106
H -0.094 2.947 0.286 -0.673 -1.739 0.651 0.185
H -0.978 0.289 -0.825 1.294 1.000 0.558 0.109
H 0.447 1.362 -1.406 -0.851 -0.886 1.385 0.297
H 0.752 0.008 -0.185 -1.287 1.234 -0.432 0.267
C 0.673 -2.283 -2.604 0.024 0.057 0.079 -1.422
C -0.369 -2.641 -1.553 0.039 0.204 -0.006 0.222
C -0.468 -4.132 -1.245 0.062 0.264 0.020 -0.841
C -0.818 -5.059 -2.406 0.227 -0.399 0.500 -0.747
N -2.303 -5.260 -2.770 -0.260 -0.248 -0.954 0.590
C -3.369 -4.840 -1.762 0.000 -0.185 -0.066 -0.981
C -3.734 -3.399 -2.060 -0.142 0.441 0.675 -0.778
C -3.322 -3.137 -3.498 0.077 0.609 -0.443 -0.568
C -2.644 -4.398 -4.007 -0.168 -0.212 0.041 -0.601
C -2.521 -6.746 -3.140 -0.175 0.086 0.342 -0.825
C -2.645 -7.717 -1.959 0.161 -0.151 0.040 -0.280
C -1.394 -7.988 -1.132 0.041 -0.020 0.129 -1.243
H 0.505 -2.807 -3.548 0.063 0.034 -0.012 0.378
H 0.628 -1.212 -2.815 0.083 -0.083 0.001 0.338
H 1.680 -2.517 -2.249 -0.023 -0.016 -0.109 0.373
H -1.326 -2.239 -1.874 -0.152 0.016 0.041 -0.306
H -0.121 -2.114 -0.626 -0.102 -0.126 -0.084 0.346
H -1.131 -4.296 -0.391 -0.008 -0.059 -0.097 0.316
H 0.521 -4.445 -0.886 -0.108 -0.138 -0.144 0.547
H -0.418 -6.039 -2.165 -0.324 -0.055 0.064 0.345
H -0.285 -4.791 -3.319 -0.315 0.225 0.025 0.320
H -4.254 -5.453 -1.954 0.348 -0.181 -0.048 0.588
H -3.028 -5.029 -0.745 0.002 -0.030 -0.146 0.468
H -3.245 -2.716 -1.364 0.044 -0.057 -0.102 0.217
H -4.805 -3.236 -1.922 0.127 -0.180 0.042 0.445
H -2.654 -2.276 -3.569 -0.024 -0.107 0.038 0.288
H -4.188 -2.895 -4.119 0.154 -0.107 0.028 0.388
H -1.743 -4.195 -4.587 -0.061 -0.205 0.166 0.426
H -3.337 -4.962 -4.635 0.180 -0.111 0.191 0.422
H -1.715 -7.030 -3.822 -0.015 0.109 0.126 0.478
H -3.463 -6.790 -3.694 0.147 0.198 0.028 0.418
H -2.963 -8.678 -2.381 -0.047 0.265 -0.170 0.433
H -3.453 -7.418 -1.285 -0.016 0.034 -0.195 0.255
H -0.539 -8.231 -1.769 -0.006 0.037 0.098 0.318
H -1.564 -8.841 -0.471 0.000 0.096 -0.101 0.424
H -1.146 -7.140 -0.492 0.143 -0.025 0.014 0.269
```
Positions in Å, forces in eV/Å.